Entry from the Open Molecules 2025 dataset: a 2-piece molecular cluster, CH6P2S overall in a non-equilibrium geometry (ωB97M-V/def2-TZVPD).

Last columns: bonded neighbours and bond lengths (Å).
Element x y z (Å)
1 C -0.89954 0.20876 1.32429  P2 1.670, H3 1.076, H4 1.078
2 P -0.59728 1.82499 1.03279  C1 1.670, H5 1.405
3 H -1.59698 -0.39579 0.77168  C1 1.076
4 H -0.43945 -0.25076 2.18414  C1 1.078
5 H -1.40980 1.98062 -0.10243  P2 1.405
6 P 1.32672 -0.96049 -0.35319  S7 2.088, H8 1.394, H9 1.399
7 S 0.11430 -0.15833 -1.85255  P6 2.088, H10 1.332
8 H 2.00444 0.23254 -0.10756  P6 1.394
9 H 2.34681 -1.41567 -1.19486  P6 1.399
10 H -0.84923 -1.06587 -1.70232  S7 1.332

Summary:
E_tot = -1122.51500 hartree
highest occupied orbital energy = -9.22 eV
SMILES string = C=P.PS
total charge = 0